1.
17
Properties=species:S:1:pos:R:3 method="wB97M-V/def2-TZVPD" total_charge=0 orbital_gap_ev=10.480 smiles="O[C@@H]1C=CCCC1" e_above_lowest_ev=0.110 e_lumo_ha=0.035
O 1.647 -0.498 1.403
C 1.399 -0.255 0.019
C 1.020 1.186 -0.223
C -0.254 1.575 -0.218
C -1.420 0.651 0.011
C -1.048 -0.844 0.111
C 0.306 -1.175 -0.524
H 0.901 -0.124 1.885
H 2.351 -0.481 -0.472
H 1.816 1.911 -0.370
H -0.499 2.624 -0.383
H -2.157 0.814 -0.783
H -1.924 0.964 0.934
H -1.022 -1.153 1.164
H -1.832 -1.449 -0.356
H 0.574 -2.216 -0.311
H 0.258 -1.058 -1.615



2.
17
Properties=species:S:1:pos:R:3 method="wB97M-V/def2-TZVPD" total_charge=0 orbital_gap_ev="7.144 / 7.142" e_above_lowest_ev=0.244 e_lumo_ha="-0.041 / -0.041"
C -1.791 -0.309 0.707
C -0.616 0.269 1.133
C -1.572 -1.151 -0.378
C 0.465 0.065 0.147
C 0.308 -1.771 2.997
C 2.101 0.715 -1.428
C 1.480 0.909 -0.093
O -0.418 -2.614 2.671
O 1.535 -0.313 -2.136
O 1.081 -1.003 3.275
F 1.992 1.801 0.685
S 0.014 -1.123 -1.042
H -2.791 -0.091 1.106
H -0.402 0.798 2.023
H -2.459 -1.439 -0.991
H 2.077 1.698 -1.927
H 3.115 0.214 -1.077



3.
25
Properties=species:S:1:pos:R:3 method="wB97M-V/def2-TZVPD" total_charge=0 orbital_gap_ev=9.457 smiles="CO[C@H](O/[N+]([O-])=C(/C)Br)[C@@H](C)[N+](=O)[O-]" e_above_lowest_ev=0.041 e_lumo_ha=0.013
C -2.142 0.693 1.288
O -1.301 -0.483 1.356
C 0.001 -0.443 0.854
O 0.047 -0.252 -0.617
N 0.008 1.153 -1.055
O 0.204 1.976 -0.220
C -0.265 1.317 -2.319
C -0.307 2.682 -2.905
Br -0.825 -0.315 -3.181
C 0.660 -1.841 0.954
C 2.119 -1.893 0.448
N 0.638 -2.214 2.406
O 0.192 -3.295 2.695
O 1.092 -1.385 3.142
H -1.734 1.448 1.889
H -3.153 0.247 1.533
H -2.235 1.309 0.249
H 0.605 0.394 1.385
H 0.741 3.120 -3.078
H -0.805 2.660 -3.778
H -0.864 3.457 -2.192
H -0.100 -2.522 0.318
H 2.236 -1.042 -0.234
H 2.339 -2.796 -0.207
H 2.848 -1.975 1.269



4.
243
Properties=species:S:1:pos:R:3 method="wB97M-V/def2-TZVPD" total_charge=+4 orbital_gap_ev=7.404 e_above_lowest_ev=0.000 e_lumo_ha=-0.207
C 11.403 -1.364 3.972
O 10.890 -1.634 5.202
C 11.593 -2.623 5.987
C 10.663 -2.985 7.093
N 9.356 -3.504 6.457
H 9.294 -2.946 5.620
H 9.429 -4.531 6.183
C 8.110 -3.399 7.212
C 7.204 -4.518 6.861
O 7.356 -4.600 5.427
C 6.522 -5.626 4.829
H 10.914 -0.498 3.598
H 11.117 -2.127 3.195
H 12.489 -1.218 3.940
H 12.459 -2.130 6.390
H 11.840 -3.526 5.395
H 10.375 -2.156 7.687
H 11.097 -3.650 7.832
H 7.645 -2.401 7.103
H 8.392 -3.489 8.231
H 6.155 -4.238 7.113
H 7.496 -5.435 7.471
H 6.895 -6.566 5.203
H 6.785 -5.533 3.780
H 5.432 -5.515 4.960
C -1.095 -6.400 -2.973
O -1.221 -5.113 -2.433
C -0.029 -4.643 -1.820
C -0.346 -3.391 -1.073
N -1.153 -3.817 0.061
H -1.810 -4.426 -0.354
H -0.136 -3.522 1.625
C -2.022 -2.723 0.544
C -3.038 -3.205 1.528
O -3.861 -4.192 0.958
C -4.623 -4.856 1.954
H -0.473 -6.300 -3.860
H -2.066 -6.797 -3.254
H -0.575 -7.033 -2.188
H 0.738 -4.432 -2.645
H 0.274 -5.468 -1.114
H -0.970 -2.702 -1.738
H 0.533 -2.897 -0.668
H -2.558 -2.245 -0.305
H -1.349 -1.959 1.006
H -3.653 -2.378 1.827
H -2.518 -3.532 2.438
H -5.075 -4.066 2.528
H -4.048 -5.620 2.519
H -5.370 -5.465 1.498
C -8.204 4.489 1.257
O -8.522 5.838 0.774
C -8.537 6.731 1.950
C -8.602 8.170 1.624
N -7.554 8.391 0.513
H -6.732 8.039 1.009
H -7.841 7.695 -0.202
C -7.313 9.755 0.036
C -5.898 9.870 -0.487
O -5.591 8.776 -1.271
C -4.396 8.833 -2.073
H -8.495 3.788 0.451
H -8.793 4.345 2.107
H -7.107 4.339 1.484
H -7.664 6.483 2.563
H -9.405 6.382 2.530
H -8.267 8.706 2.471
H -9.535 8.572 1.233
H -7.437 10.454 0.908
H -8.072 10.032 -0.700
H -5.161 9.947 0.387
H -5.910 10.892 -0.979
H -3.525 8.852 -1.460
H -4.352 9.697 -2.762
H -4.441 7.931 -2.664
C 4.547 4.662 -3.743
O 3.321 4.813 -4.419
C 2.365 3.791 -4.233
C 1.471 3.771 -5.441
N 2.421 3.691 -6.569
H 2.182 4.255 -7.408
H 3.358 4.145 -6.232
C 2.842 2.289 -7.001
C 4.278 2.402 -7.435
O 5.001 3.139 -6.459
C 6.355 3.249 -6.847
H 4.468 4.990 -2.710
H 5.234 5.414 -4.261
H 5.026 3.694 -3.901
H 1.824 4.041 -3.301
H 2.808 2.785 -4.152
H 0.929 4.739 -5.582
H 0.719 2.990 -5.393
H 2.284 1.892 -7.860
H 2.670 1.671 -6.163
H 4.459 2.873 -8.408
H 4.565 1.400 -7.566
H 6.459 3.652 -7.907
H 6.733 2.230 -6.849
H 6.751 3.932 -6.052
C -7.966 -6.758 -7.399
O -8.972 -5.701 -7.327
C -9.989 -5.938 -8.220
C -10.968 -4.737 -8.145
N -11.253 -4.353 -6.633
H -12.089 -4.905 -6.388
H -10.536 -4.662 -6.017
C -11.435 -2.893 -6.382
C -11.640 -2.784 -4.825
O -10.460 -3.431 -4.208
C -10.549 -3.097 -2.814
H -8.196 -7.743 -6.973
H -7.080 -6.408 -6.778
H -7.633 -6.817 -8.471
H -10.484 -6.885 -8.063
H -9.708 -5.984 -9.290
H -11.942 -4.834 -8.620
H -10.360 -3.957 -8.544
H -12.329 -2.494 -6.871
H -10.529 -2.370 -6.762
H -12.530 -3.335 -4.514
H -11.668 -1.738 -4.450
H -9.810 -3.649 -2.245
H -11.509 -3.318 -2.333
H -10.392 -1.984 -2.773
C -3.101 -3.324 6.601
O -3.157 -2.522 5.418
C -2.280 -1.397 5.412
C -3.101 -0.154 5.059
N -2.232 1.013 5.124
H -1.211 1.021 7.040
H -1.314 0.840 4.697
C -2.707 2.206 4.480
C -1.676 3.310 4.430
O -0.441 2.849 3.886
C 0.539 3.835 3.718
H -2.055 -3.451 6.897
H -3.657 -4.208 6.404
H -3.577 -2.738 7.422
H -1.503 -1.501 4.644
H -1.663 -1.320 6.303
H -3.913 0.015 5.713
H -3.591 -0.466 4.086
H -3.602 2.682 4.897
H -3.053 1.940 3.506
H -1.613 3.650 5.479
H -2.117 4.106 3.759
H 0.246 4.509 2.937
H 1.516 3.377 3.589
H 0.644 4.465 4.621
C 5.838 0.581 0.191
O 6.288 0.671 -1.126
C 5.438 0.439 -2.171
C 6.416 0.214 -3.278
N 7.084 -1.139 -3.017
H 7.969 -1.140 -3.543
H 7.417 -1.134 -2.020
C 6.284 -2.334 -3.399
C 6.429 -2.816 -4.881
O 7.805 -2.805 -5.084
C 8.334 -3.104 -6.372
H 5.633 1.626 0.515
H 6.729 0.368 0.801
H 5.110 -0.140 0.370
H 4.801 1.321 -2.374
H 4.841 -0.441 -1.993
H 7.194 1.041 -3.350
H 5.987 0.022 -4.294
H 5.249 -2.102 -3.238
H 6.649 -3.137 -2.764
H 5.941 -2.213 -5.581
H 5.926 -3.797 -4.936
H 7.720 -2.570 -7.123
H 8.253 -4.153 -6.618
H 9.381 -2.831 -6.394
C 2.132 0.096 2.574
C 0.683 0.300 2.241
N 0.631 1.078 0.953
C 1.167 0.601 -0.262
C 0.706 1.352 -1.255
N -0.148 2.332 -0.642
C -0.158 2.095 0.726
C -0.886 3.420 -1.277
H 2.683 1.113 2.658
H 2.689 -0.404 1.727
H 2.203 -0.521 3.464
H 0.317 0.930 2.998
H 0.092 -0.568 2.097
H 1.840 -0.317 -0.293
H 0.940 1.210 -2.326
H -0.735 2.742 1.383
H -1.345 3.092 -2.184
H -0.174 4.175 -1.594
H -1.728 3.784 -0.697
N -3.799 3.809 0.899
O -4.812 4.151 1.539
O -2.817 4.595 0.862
O -3.684 2.712 0.340
C 0.550 1.618 7.850
O 0.682 2.897 7.250
O -0.765 1.184 7.899
C 1.278 0.574 7.048
F 1.318 -0.615 7.683
F 0.670 0.410 5.844
F 2.491 0.959 6.778
C -0.077 3.931 7.923
C 0.141 5.328 7.244
H -0.451 6.053 7.790
H 1.175 5.588 7.409
H -0.150 5.443 6.201
H 0.240 4.126 8.993
H -1.145 3.726 7.937
H 0.957 1.685 8.835
C 1.662 -3.553 2.351
O 2.329 -2.959 3.450
O 0.473 -2.838 2.072
C 2.768 -3.618 1.293
F 3.095 -2.435 0.827
F 3.904 -4.178 1.845
F 2.447 -4.442 0.262
C 1.815 -3.122 4.784
C 2.955 -2.895 5.777
H 3.208 -1.844 5.866
H 2.687 -3.361 6.765
H 3.888 -3.268 5.362
H 1.572 -4.164 4.773
H 0.906 -2.605 5.004
H 1.415 -4.667 2.492
C 1.809 -0.143 -4.863
O 0.547 0.428 -4.504
O 2.848 0.619 -4.563
C 1.933 -1.546 -4.197
F 3.037 -2.199 -4.718
F 2.118 -1.494 -2.888
F 0.908 -2.375 -4.459
C -0.526 0.044 -5.352
C -1.689 0.999 -4.933
H -1.439 2.021 -5.231
H -2.594 0.600 -5.384
H -1.720 1.010 -3.864
H -0.800 -1.009 -5.215
H -0.324 0.236 -6.411
H 1.809 -0.434 -5.971



5.
18
Properties=species:S:1:pos:R:3 method="wB97M-V/def2-TZVPD" total_charge=0 orbital_gap_ev="7.027 / 9.402" e_above_lowest_ev=2.273 e_lumo_ha="0.023 / 0.009" multiplicity=2
O -1.795 -1.173 -0.113
H -2.578 -1.729 -0.337
C 0.929 -0.198 1.457
C 0.646 0.258 0.038
C 1.070 -0.798 -0.960
C -0.860 0.502 -0.131
C -1.602 1.474 -0.590
O 1.247 1.528 -0.226
H 0.356 -1.123 1.608
H 2.006 -0.387 1.589
H 0.599 0.566 2.174
H 0.470 -1.701 -0.771
H 0.884 -0.434 -1.980
H 2.139 -1.001 -0.810
H -1.963 -1.007 0.862
H -2.686 1.468 -0.709
H -1.071 2.374 -0.913
H 2.210 1.380 -0.187



6.
99
Properties=species:S:1:pos:R:3 method="wB97M-V/def2-TZVPD" total_charge=+1 orbital_gap_ev=9.571 e_above_lowest_ev=2.182 e_lumo_ha=-0.078
Mg -0.251 -0.287 1.479
C 0.653 -3.722 5.103
N 0.175 -2.360 5.047
C 0.255 -1.492 6.211
C -0.302 -1.859 3.881
O -0.585 -0.663 3.643
C -0.643 -2.848 2.714
O -1.371 -2.158 1.663
C -2.714 -1.931 1.978
C -2.982 -0.420 1.968
O -2.121 0.370 1.481
N -4.131 0.072 2.563
C -5.224 -0.652 3.211
C -4.312 1.549 2.585
H 0.067 -4.295 4.385
H 1.713 -3.759 4.931
H 0.349 -4.109 6.086
H 1.002 -1.930 6.834
H 0.652 -0.533 5.854
H -0.611 -1.496 6.790
H 0.269 -3.207 2.256
H -1.307 -3.670 3.045
H -3.378 -2.290 1.161
H -3.095 -2.401 2.944
H -5.990 -0.918 2.510
H -4.856 -1.518 3.693
H -5.562 -0.044 4.026
H -4.807 1.834 3.506
H -3.328 2.048 2.458
H -4.925 1.810 1.714
O 1.494 -1.455 1.720
C 2.182 -0.395 1.805
O 1.557 0.691 1.753
C 3.652 -0.532 2.087
C 4.183 -1.779 2.383
C 5.518 -1.848 2.814
C 6.233 -0.640 2.980
C 5.646 0.540 2.501
C 4.357 0.707 2.125
N 6.427 1.821 2.556
O 5.891 2.822 2.073
O 7.527 1.748 3.021
H 3.675 -2.672 2.170
H 6.034 -2.801 3.035
H 7.241 -0.617 3.413
H 3.871 1.653 1.845
O -0.119 -0.212 -0.498
P -0.409 0.223 -1.918
C -1.035 1.941 -1.822
C -1.366 2.732 -3.121
C -1.340 4.208 -2.896
C -1.844 4.679 -1.499
C -0.914 3.978 -0.377
C -0.082 2.866 -1.078
C 1.129 -0.057 -2.930
C 2.411 0.040 -2.043
C 3.033 1.427 -1.768
C 3.258 2.186 -3.025
C 2.090 2.136 -4.061
C 1.339 0.830 -4.158
C -1.755 -0.740 -2.728
C -1.650 -2.131 -2.009
C -2.247 -3.324 -2.799
C -3.322 -2.900 -3.838
C -2.553 -2.035 -4.846
C -1.639 -0.902 -4.254
H -1.883 1.791 -1.192
H -2.381 2.438 -3.420
H -0.661 2.474 -3.947
H -1.921 4.796 -3.630
H -0.290 4.593 -2.891
H -2.905 4.445 -1.295
H -1.851 5.796 -1.417
H -1.451 3.528 0.446
H -0.243 4.688 -0.077
H 0.492 2.337 -0.313
H 0.650 3.353 -1.718
H 1.042 -1.142 -3.166
H 3.153 -0.464 -2.678
H 2.261 -0.574 -1.150
H 3.983 1.428 -1.200
H 2.378 2.023 -1.134
H 4.162 1.728 -3.526
H 3.539 3.205 -2.879
H 2.502 2.258 -5.067
H 1.311 2.880 -3.958
H 1.832 0.199 -4.956
H 0.408 1.068 -4.660
H -2.735 -0.278 -2.444
H -2.215 -2.028 -1.135
H -0.631 -2.309 -1.695
H -2.684 -3.955 -1.990
H -1.494 -3.981 -3.269
H -4.138 -2.347 -3.315
H -3.763 -3.749 -4.373
H -3.204 -1.645 -5.604
H -1.878 -2.746 -5.407
H -1.881 0.052 -4.768
H -0.615 -1.174 -4.502



7.
49
Properties=species:S:1:pos:R:3 method="wB97M-V/def2-TZVPD" total_charge=0 orbital_gap_ev="5.940 / 5.820" e_lumo_ha="-0.040 / -0.063" multiplicity=4
O 2.645 -0.248 -3.179
H 3.053 -0.646 -3.959
V 0.199 -0.486 -0.830
N 0.277 1.483 -1.207
N 1.416 0.289 0.639
N -1.827 -0.355 -0.939
N -0.479 -1.686 0.613
O -0.587 2.196 -1.882
O -2.494 0.595 -1.639
O 0.317 -2.194 1.585
O 1.769 -0.212 1.796
C 2.082 1.404 0.236
C 1.461 2.069 -0.845
C -2.578 -1.240 -0.258
C -1.812 -1.927 0.718
C 1.985 3.263 -1.559
H 2.479 2.952 -2.493
H 2.729 3.777 -0.940
H 1.172 3.955 -1.810
C 3.353 1.788 0.901
H 4.090 0.976 0.825
H 3.196 1.996 1.966
H 3.791 2.677 0.437
C -4.046 -1.336 -0.450
C -2.404 -2.760 1.801
H -4.303 -1.148 -1.500
H -4.599 -0.623 0.182
H -4.366 -2.353 -0.184
H -1.702 -2.865 2.638
H -2.654 -3.764 1.425
H -3.336 -2.306 2.174
H -1.749 1.349 -1.787
H 1.017 -1.381 1.745
C 2.066 -1.689 -1.178
H 2.779 -1.224 -1.867
H 1.536 -2.508 -1.690
H 2.530 -2.059 -0.254
O 0.212 -0.848 -2.590
H 1.669 -0.490 -3.195
H -0.606 -0.935 -3.125
C -1.333 2.641 2.861
S -1.826 1.423 1.643
C -3.065 2.424 0.799
H -0.240 2.612 2.912
H -1.757 2.348 3.827
H -1.677 3.636 2.568
H -3.910 1.778 0.530
H -3.397 3.209 1.488
H -2.631 2.862 -0.108



8.
21
Properties=species:S:1:pos:R:3 method="wB97M-V/def2-TZVPD" total_charge=0 orbital_gap_ev=8.886 smiles="C=C/C(=C/C)NC.O" e_above_lowest_ev=2.498 e_lumo_ha=0.030
C 0.210 1.894 -1.735
C 0.672 1.058 -0.825
C -0.151 0.376 0.200
C -0.350 0.927 1.396
C -1.125 0.286 2.520
N -0.530 -0.960 -0.065
C -0.796 -1.358 -1.460
H 0.861 2.393 -2.455
H -0.841 2.085 -1.941
H 1.634 0.581 -0.914
H 0.125 1.848 1.723
H -1.126 -0.800 2.483
H -2.126 0.688 2.718
H -0.589 0.515 3.450
H -1.226 -1.306 0.574
H -0.888 -2.432 -1.475
H 0.117 -1.184 -2.039
H -1.605 -0.786 -1.910
O 2.938 -1.264 0.110
H 2.753 -1.155 -0.829
H 2.043 -1.406 0.476



What did the third record say?
25
Properties=species:S:1:pos:R:3 method="wB97M-V/def2-TZVPD" total_charge=0 orbital_gap_ev=9.457 smiles="CO[C@H](O/[N+]([O-])=C(/C)Br)[C@@H](C)[N+](=O)[O-]" e_above_lowest_ev=0.041 e_lumo_ha=0.013
C -2.142 0.693 1.288
O -1.301 -0.483 1.356
C 0.001 -0.443 0.854
O 0.047 -0.252 -0.617
N 0.008 1.153 -1.055
O 0.204 1.976 -0.220
C -0.265 1.317 -2.319
C -0.307 2.682 -2.905
Br -0.825 -0.315 -3.181
C 0.660 -1.841 0.954
C 2.119 -1.893 0.448
N 0.638 -2.214 2.406
O 0.192 -3.295 2.695
O 1.092 -1.385 3.142
H -1.734 1.448 1.889
H -3.153 0.247 1.533
H -2.235 1.309 0.249
H 0.605 0.394 1.385
H 0.741 3.120 -3.078
H -0.805 2.660 -3.778
H -0.864 3.457 -2.192
H -0.100 -2.522 0.318
H 2.236 -1.042 -0.234
H 2.339 -2.796 -0.207
H 2.848 -1.975 1.269